*i*
This record from the OMol25 dataset describes a 13-piece molecular cluster, C27H80N6O13 overall. The level of theory is ωB97M-V/def2-TZVPD.

HOMO-LUMO gap (eV): 9.1
2S+1: 1

Last column: Löwdin charge in e.
Geometry (Å):
C (-6.60, 1.54, 0.18)  -0.0568
C (-5.56, 2.46, -0.39)  -0.5088
C (-4.55, 1.69, -1.29)  -0.0424
O (-6.12, 3.41, -1.24)  -0.0456
H (-6.73, 1.73, 1.24)  0.0732
H (-6.37, 0.47, 0.21)  0.0790
H (-7.57, 1.72, -0.29)  0.0838
H (-5.11, 3.00, 0.44)  0.1069
H (-3.85, 2.45, -1.62)  0.0684
H (-5.00, 1.18, -2.14)  0.0822
H (-4.04, 0.85, -0.81)  0.0664
H (-6.86, 3.80, -0.77)  0.0892
C (0.15, 4.03, 4.88)  -0.0542
C (0.92, 3.37, 6.05)  -0.4606
C (1.86, 2.19, 5.65)  -0.0330
O (1.62, 4.40, 6.77)  -0.0668
H (-0.65, 4.64, 5.30)  0.0730
H (-0.38, 3.29, 4.29)  0.0671
H (0.82, 4.66, 4.28)  0.0738
H (0.10, 3.08, 6.71)  0.1239
H (1.28, 1.46, 5.08)  0.0432
H (2.22, 1.73, 6.57)  0.0734
H (2.75, 2.46, 5.08)  0.0811
H (2.01, 4.05, 7.58)  0.0806
C (2.49, -2.87, -3.94)  -0.0668
C (3.65, -2.83, -4.92)  -0.5343
C (4.55, -4.07, -4.95)  -0.0518
O (3.07, -2.70, -6.16)  -0.0342
H (2.85, -2.98, -2.92)  0.0819
H (1.74, -3.65, -4.09)  0.0818
H (2.08, -1.86, -3.96)  0.0591
H (4.28, -1.98, -4.68)  0.1342
H (5.10, -4.23, -4.02)  0.0805
H (5.28, -4.08, -5.75)  0.0845
H (3.94, -4.97, -4.97)  0.0796
H (2.90, -3.63, -6.31)  0.0858
C (-0.66, -5.70, 1.55)  -0.0437
C (-0.38, -5.63, 3.08)  -0.5038
C (-0.60, -4.30, 3.64)  -0.0681
O (-1.22, -6.51, 3.81)  -0.0364
H (0.15, -5.32, 0.93)  0.0646
H (-1.42, -4.97, 1.29)  0.0540
H (-0.91, -6.66, 1.10)  0.0776
H (0.67, -5.83, 3.26)  0.1357
H (-1.65, -4.05, 3.49)  0.0675
H (0.02, -3.52, 3.18)  0.0743
H (-0.49, -4.25, 4.73)  0.0963
H (-0.69, -7.30, 3.92)  0.0883
C (-1.54, 2.28, -4.22)  -0.0456
C (-0.83, 1.21, -3.43)  -0.4475
C (-0.53, 0.01, -4.36)  -0.0249
O (0.40, 1.71, -2.90)  -0.0896
H (-1.30, 3.24, -3.75)  0.0859
H (-2.62, 2.11, -4.17)  0.0781
H (-1.30, 2.28, -5.28)  0.0821
H (-1.45, 0.90, -2.59)  0.1253
H (-0.26, -0.83, -3.70)  0.0559
H (0.26, 0.19, -5.08)  0.0683
H (-1.51, -0.27, -4.75)  0.0909
H (1.16, 1.57, -3.46)  0.0280
C (4.65, 1.43, 0.27)  -0.0452
C (4.59, 0.32, -0.77)  -0.4894
C (3.43, 0.46, -1.79)  -0.0294
O (5.78, 0.37, -1.46)  -0.0360
H (5.38, 1.23, 1.06)  0.0842
H (3.76, 1.46, 0.89)  0.0707
H (4.74, 2.42, -0.19)  0.0724
H (4.55, -0.66, -0.30)  0.1369
H (3.62, 1.41, -2.28)  0.0518
H (2.39, 0.59, -1.50)  0.0529
H (3.39, -0.29, -2.58)  0.0660
H (5.69, 1.09, -2.10)  0.0849
C (2.52, 4.06, -1.84)  -0.0391
C (1.70, 3.87, -0.56)  -0.5086
C (1.74, 5.00, 0.39)  -0.0509
O (0.35, 3.66, -0.84)  -0.0553
H (2.10, 4.93, -2.34)  0.0927
H (2.47, 3.21, -2.52)  0.0418
H (3.58, 4.12, -1.62)  0.0801
H (2.23, 2.99, -0.18)  0.1156
H (2.75, 5.34, 0.66)  0.0858
H (1.25, 4.82, 1.34)  0.0724
H (1.26, 5.92, 0.06)  0.0879
H (0.38, 3.09, -1.61)  0.0477
C (-2.37, -2.34, -1.29)  -0.0471
C (-1.61, -3.51, -1.90)  -0.5101
C (-0.16, -3.33, -1.65)  -0.0681
O (-2.21, -4.60, -1.27)  -0.0329
H (-3.37, -2.30, -1.72)  0.0853
H (-1.98, -1.34, -1.46)  0.0600
H (-2.34, -2.36, -0.20)  0.0583
H (-1.81, -3.49, -2.97)  0.1371
H (0.06, -3.26, -0.58)  0.0821
H (0.25, -2.42, -2.08)  0.0590
H (0.49, -4.10, -2.06)  0.0737
H (-1.62, -5.35, -1.43)  0.0897
C (-3.50, -1.17, 3.27)  -0.8031
O (-3.68, -0.16, 3.89)  0.0478
N (-4.16, -2.24, 3.33)  0.1764
N (-2.61, -1.35, 2.32)  0.1790
H (-4.99, -2.29, 3.91)  0.1319
H (-4.05, -2.89, 2.57)  0.1173
H (-2.59, -2.25, 1.86)  0.0849
H (-2.19, -0.48, 2.02)  0.0628
C (1.74, -1.32, 3.63)  -0.8547
O (2.49, -1.82, 4.43)  0.0309
N (0.66, -0.71, 3.90)  0.1857
N (1.90, -1.45, 2.35)  0.1787
H (0.42, -0.51, 4.86)  0.1237
H (0.03, -0.52, 3.13)  0.0910
H (1.20, -1.11, 1.71)  0.0618
H (2.73, -1.96, 2.08)  0.1229
C (-2.07, 2.28, 1.62)  -0.7413
O (-1.44, 1.23, 1.62)  -0.0153
N (-1.85, 3.36, 0.98)  0.2208
N (-3.19, 2.31, 2.31)  0.1832
H (-0.97, 3.42, 0.48)  0.0829
H (-2.41, 4.15, 1.27)  0.1306
H (-3.50, 1.50, 2.83)  0.0706
H (-3.83, 3.09, 2.39)  0.1082
O (2.43, 1.55, -4.80)  -0.0282
H (2.00, 1.15, -5.55)  0.0464
H (3.36, 1.55, -5.04)  0.0650
O (0.50, -0.29, 0.01)  -0.0488
H (0.56, 0.19, -0.82)  0.0073
H (-0.20, 0.14, 0.49)  -0.0053

*ii*
This record from the OMol25 dataset describes a 13-piece molecular cluster, C27H80N6O13 overall. The level of theory is ωB97M-V/def2-TZVPD.

HOMO-LUMO gap (eV): 9.3
2S+1: 1

Last column: Löwdin charge in e.
Geometry (Å):
O (-5.11, -0.24, -2.00)  -0.0498
H (-5.60, 0.47, -1.57)  0.0672
H (-4.45, 0.21, -2.54)  0.0199
O (-0.83, -1.94, -3.28)  -0.0276
H (-1.46, -1.61, -3.93)  0.0277
H (-0.76, -2.89, -3.46)  0.0686
C (-0.86, 3.12, 4.48)  -0.6933
O (-0.60, 4.28, 4.78)  0.0098
N (-2.13, 2.62, 4.51)  0.1611
N (0.11, 2.23, 4.21)  0.1623
H (-2.45, 1.75, 4.12)  0.0471
H (-2.75, 3.30, 4.93)  0.1020
H (-0.05, 1.24, 4.08)  0.0595
H (1.06, 2.52, 4.36)  0.0935
C (-5.38, -3.27, 0.32)  -0.6772
O (-5.91, -2.66, 1.25)  -0.0001
N (-5.19, -2.81, -0.94)  0.1567
N (-5.07, -4.60, 0.44)  0.1464
H (-4.40, -3.14, -1.46)  0.0941
H (-5.46, -1.84, -1.13)  0.0614
H (-4.63, -5.09, -0.32)  0.0849
H (-5.31, -5.01, 1.32)  0.1025
C (-2.79, -1.10, 4.01)  -0.6487
O (-2.75, -0.06, 3.35)  -0.0119
N (-3.52, -2.19, 3.67)  0.1803
N (-2.09, -1.28, 5.17)  0.1674
H (-3.51, -2.96, 4.30)  0.0962
H (-4.23, -2.07, 2.96)  0.0903
H (-2.10, -2.15, 5.66)  0.0953
H (-1.46, -0.56, 5.48)  0.0987
C (-2.11, -0.57, -0.33)  -0.0187
C (-0.67, -0.09, -0.17)  -0.4488
C (-0.15, -0.08, 1.26)  -0.0320
O (0.25, -0.83, -0.96)  -0.0913
H (-2.64, -0.60, 0.63)  0.0737
H (-2.13, -1.52, -0.86)  0.0724
H (-2.69, 0.24, -0.79)  0.0623
H (-0.55, 0.93, -0.57)  0.1275
H (0.70, 0.61, 1.27)  0.0719
H (0.22, -1.01, 1.69)  0.0486
H (-0.88, 0.46, 1.87)  0.0606
H (-0.32, -1.21, -1.65)  0.0325
C (-2.05, 1.59, -4.21)  -0.0407
C (-2.83, 0.97, -5.37)  -0.4452
C (-1.98, 0.05, -6.25)  -0.0475
O (-3.80, 0.03, -4.83)  -0.0801
H (-1.81, 0.93, -3.39)  0.0711
H (-2.69, 2.35, -3.74)  0.0671
H (-1.21, 2.16, -4.61)  0.0832
H (-3.37, 1.68, -6.00)  0.1402
H (-1.50, -0.75, -5.69)  0.0615
H (-1.29, 0.67, -6.83)  0.0846
H (-2.57, -0.39, -7.04)  0.0819
H (-4.60, 0.54, -4.65)  0.0813
C (-2.49, 4.03, 0.13)  -0.0500
C (-1.47, 4.45, -0.92)  -0.5183
C (-2.06, 5.38, -1.99)  -0.0514
O (-0.42, 5.12, -0.26)  -0.0523
H (-2.81, 4.98, 0.55)  0.0836
H (-1.94, 3.44, 0.86)  0.0746
H (-3.29, 3.37, -0.22)  0.0746
H (-1.01, 3.56, -1.36)  0.1232
H (-2.63, 6.16, -1.49)  0.0781
H (-2.69, 4.87, -2.72)  0.0640
H (-1.23, 5.80, -2.55)  0.0786
H (-0.78, 5.89, 0.20)  0.0930
C (3.02, -2.93, 2.72)  -0.0361
C (2.72, -1.48, 3.13)  -0.4804
C (1.64, -1.56, 4.21)  -0.0623
O (3.78, -0.60, 3.47)  -0.0250
H (4.03, -2.96, 2.29)  0.0750
H (2.43, -3.33, 1.89)  0.0589
H (3.15, -3.62, 3.56)  0.0826
H (2.24, -0.99, 2.27)  0.0963
H (0.83, -2.18, 3.81)  0.0615
H (1.30, -0.56, 4.50)  0.0574
H (1.96, -2.00, 5.16)  0.0880
H (3.34, 0.09, 3.98)  0.0699
C (4.56, -2.94, -1.12)  -0.0403
C (3.54, -1.82, -0.82)  -0.4621
C (4.13, -0.59, -0.10)  -0.0324
O (2.95, -1.37, -2.01)  -0.0578
H (5.05, -3.33, -0.22)  0.0686
H (5.37, -2.67, -1.80)  0.0814
H (4.04, -3.83, -1.48)  0.0742
H (2.82, -2.32, -0.16)  0.1106
H (4.83, -0.88, 0.69)  0.0781
H (3.44, 0.19, 0.25)  0.0632
H (4.76, -0.05, -0.80)  0.0767
H (2.01, -1.38, -1.80)  0.0615
C (5.05, 4.63, 1.50)  -0.0621
C (4.04, 3.94, 2.38)  -0.4843
C (2.97, 3.18, 1.54)  -0.0455
O (4.58, 2.94, 3.19)  -0.0340
H (5.72, 5.25, 2.10)  0.0761
H (4.67, 5.29, 0.72)  0.0825
H (5.79, 3.99, 1.02)  0.0837
H (3.52, 4.73, 2.92)  0.1333
H (3.42, 2.58, 0.76)  0.0657
H (2.18, 3.82, 1.13)  0.0776
H (2.38, 2.46, 2.12)  0.0464
H (3.85, 2.39, 3.46)  0.0498
C (-0.66, -4.05, 1.79)  -0.0501
C (-0.18, -4.68, 0.47)  -0.4858
C (-1.02, -5.91, 0.20)  -0.0490
O (-0.20, -3.69, -0.56)  -0.0556
H (-0.41, -4.71, 2.63)  0.0866
H (-1.73, -3.87, 1.71)  0.0739
H (-0.22, -3.05, 1.87)  0.0411
H (0.89, -4.92, 0.60)  0.1267
H (-1.05, -6.56, 1.06)  0.0838
H (-0.55, -6.45, -0.63)  0.0796
H (-1.97, -5.55, -0.21)  0.0692
H (0.11, -2.87, -0.16)  0.0471
C (2.70, 1.09, -5.04)  -0.0567
C (3.33, 1.64, -3.77)  -0.4734
C (2.28, 1.95, -2.72)  -0.0556
O (4.29, 0.71, -3.28)  -0.0746
H (1.85, 1.64, -5.45)  0.0654
H (2.33, 0.07, -4.92)  0.0775
H (3.43, 1.06, -5.86)  0.0735
H (3.95, 2.53, -3.91)  0.1341
H (1.62, 1.11, -2.52)  0.0641
H (1.72, 2.87, -2.93)  0.0755
H (2.69, 2.12, -1.72)  0.0669
H (3.83, -0.09, -2.94)  0.0411

Relative energies in hartree: *i* 0.0581; *ii* 0.0000

*i*
This record from the OMol25 dataset describes a single C7H10O3 molecule. The level of theory is ωB97M-V/def2-TZVPD.

HOMO-LUMO gap (eV): 8.2
2S+1: 1

Last column: Löwdin charge in e.
Geometry (Å):
C (-0.57, -1.57, -0.47)  -0.2258
C (0.30, -2.28, 0.20)  0.2017
C (-1.05, -0.11, -0.56)  -0.3038
C (2.08, -0.29, 0.66)  -0.1474
C (-0.29, 0.61, 0.52)  -0.3464
C (1.16, 0.57, 0.09)  -0.2572
C (-2.49, -0.05, -0.03)  -0.0748
O (3.40, -0.32, 0.26)  0.0153
O (-0.67, 1.98, 0.68)  -0.0514
O (1.47, 1.38, -0.99)  0.0618
H (-0.89, -2.24, -1.23)  0.0909
H (-1.02, 0.16, -1.62)  0.1527
H (1.76, -1.01, 1.43)  0.1017
H (-0.34, 0.20, 1.46)  0.1290
H (-2.42, -0.22, 1.07)  0.0924
H (-3.22, -0.74, -0.51)  0.0842
H (-2.94, 1.02, -0.11)  0.1126
H (3.87, -0.89, 0.84)  0.0826
H (-0.41, 2.55, -0.20)  0.1819
H (2.26, 1.25, -1.49)  0.1000

*ii*
This record from the OMol25 dataset describes a 2-piece molecular cluster, C7H10O3 overall. The level of theory is ωB97M-V/def2-TZVPD.

HOMO-LUMO gap (spin up / spin down) (eV): 6.0 / 9.0
2S+1: 1

Last column: Löwdin charge in e.
Geometry (Å):
C (-1.76, 2.23, 0.06)  -0.0566
C (-0.67, 1.51, -0.48)  -0.0547
C (-1.99, 1.70, 1.29)  -0.0966
C (-0.25, 0.60, 0.48)  -0.2516
C (0.55, -1.43, 1.43)  -0.0147
C (1.50, -0.60, -0.90)  -0.0396
C (0.65, -0.40, 0.29)  -0.1945
O (-1.11, 0.72, 1.59)  0.0318
O (-1.21, 0.10, -2.22)  -0.1152
O (-1.12, -1.18, -1.77)  -0.1910
H (-2.35, 2.87, -0.61)  0.1243
H (-0.12, 1.97, -1.30)  0.1332
H (-2.70, 1.92, 2.09)  0.1328
H (1.56, -1.83, 1.69)  0.0907
H (0.36, -1.03, 2.38)  0.0494
H (-0.11, -2.22, 1.11)  0.0947
H (1.77, 0.33, -1.35)  0.0853
H (0.90, -1.32, -1.51)  0.0915
H (2.35, -1.23, -0.70)  0.0759
H (-2.17, 0.16, -2.29)  0.1049

Relative energies in hartree: *i* 0.0000; *ii* 0.0311